Record 1
A structure of composition C30H42Br2N3O3SSbSi3TeV in a non-equilibrium geometry, computed with ωB97M-V/def2-TZVPD.

Net charge = +1
Orbital gap (spin up / spin down) = 6.31 / 6.34 eV
LUMO level (spin up / spin down) = -3.3 / -3.3 eV
E = -9425.2242 a.u.

Last column: Mulliken charge in e.
Element x y z (Å)
V1 0.21278 0.51474 -0.72431  -1.35
Br1 -2.52566 -2.64495 1.95520  -0.12
C1 -1.87070 -0.92363 2.32119  0.46
C2 -2.02799 -0.41044 3.62203  -0.41
C3 -1.60551 0.84789 3.93153  -0.10
Br2 -1.82876 1.48365 5.69461  -0.20
C4 -1.03046 1.67692 2.94012  1.10
C5 -0.64144 3.02221 3.13404  -1.03
C6 -0.16044 3.74379 2.08252  -1.31
C7 -0.02168 3.13415 0.82705  0.05
N1 -0.34069 1.87539 0.61033  0.72
C8 -0.86514 1.13567 1.65138  -0.45
C9 -1.26237 -0.19939 1.32510  -0.33
O1 -1.09823 -0.62162 0.06949  0.78
H1 -2.50242 -1.02582 4.37348  0.48
H2 -0.74255 3.47055 4.11292  0.41
H3 0.12278 4.78028 2.19567  0.48
H4 0.35039 3.69631 -0.01598  0.23
C10 7.83087 -1.21078 -3.89890  -1.50
C11 6.38220 -1.39097 -3.53958  1.00
C12 5.44113 -1.74841 -4.50267  -0.98
C13 4.09979 -1.86139 -4.18556  -0.74
C14 3.69000 -1.62976 -2.87551  -0.08
C15 4.61067 -1.27547 -1.89554  -0.09
C16 5.94734 -1.16770 -2.23501  -1.00
S1 1.95019 -1.56838 -2.61230  0.38
O2 1.35474 -2.87698 -2.53366  -0.72
O3 1.45476 -0.77149 -3.72836  -0.01
N2 1.65421 -0.69514 -1.26218  0.50
C17 1.91629 -1.23969 0.01445  0.32
C18 2.35833 -2.53807 0.27205  -0.77
C19 2.52347 -2.89793 1.59326  -0.66
C20 2.22951 -1.98440 2.60377  -0.94
C21 1.78758 -0.73270 2.24166  -0.53
N3 1.65074 -0.34443 0.96619  0.02
H5 8.03244 -1.54044 -4.91609  0.36
H6 8.47478 -1.76882 -3.21882  0.38
H7 8.11045 -0.15850 -3.82305  0.33
H8 5.76059 -1.92610 -5.52177  0.34
H9 3.37050 -2.11043 -4.94501  0.48
H10 4.29998 -1.07936 -0.87919  0.42
H11 6.66578 -0.89076 -1.47276  0.44
H12 2.52763 -3.24064 -0.52884  0.59
H13 2.86697 -3.89454 1.83816  0.46
H14 2.34196 -2.23826 3.64736  0.49
H15 1.54687 0.01381 2.99029  0.57
Te1 -2.38892 1.40184 -1.75175  -0.23
C22 -0.26471 -0.63641 -6.47373  -0.97
Si1 -1.36057 0.30942 -5.31893  0.88
C23 -1.23750 2.15200 -5.44736  -1.02
C24 -3.16433 -0.13222 -5.47977  -1.05
Sb1 -0.91838 -0.51266 -2.89138  0.26
Si2 1.24518 2.16515 -2.34514  1.47
C25 2.21615 1.95284 -3.92220  -1.00
C26 2.57229 2.22139 -0.98275  -1.17
C27 0.39258 3.82849 -2.53095  -1.41
Si3 -2.04114 -2.82260 -2.35389  1.04
C28 -3.77657 -2.34468 -1.97368  -0.96
C29 -1.12058 -3.75176 -1.05716  -0.45
C30 -1.83664 -3.61649 -4.01983  -1.10
H16 -0.50982 -0.41067 -7.51445  0.47
H17 -0.38576 -1.71034 -6.31456  0.28
H18 0.78284 -0.38503 -6.29935  0.17
H19 -1.73338 2.46313 -6.37168  0.50
H20 -0.21823 2.53237 -5.46865  0.29
H21 -1.76563 2.60470 -4.60645  0.22
H22 -3.56479 0.25498 -6.42105  0.49
H23 -3.71891 0.33376 -4.66252  0.23
H24 -3.35192 -1.20681 -5.45414  0.27
H25 2.88098 1.09147 -3.88556  0.12
H26 2.82231 2.85690 -4.03950  0.59
H27 1.58423 1.84328 -4.80146  0.09
H28 3.35996 1.51440 -1.24490  0.18
H29 2.26387 1.98821 0.04049  0.19
H30 2.98659 3.23319 -0.97004  0.63
H31 0.39117 4.10949 -3.58579  0.44
H32 0.95700 4.59671 -1.99184  0.51
H33 -0.63854 3.83877 -2.18404  0.34
H34 -3.84670 -1.89054 -0.98405  0.17
H35 -4.41805 -3.23124 -2.00035  0.46
H36 -4.14420 -1.62297 -2.70459  0.23
H37 -0.68836 -3.07140 -0.32279  -0.34
H38 -1.79229 -4.43481 -0.53182  0.51
H39 -0.31833 -4.31719 -1.52540  0.26
H40 -2.29304 -3.01586 -4.80724  0.18
H41 -2.29076 -4.61102 -4.04290  0.47
H42 -0.77018 -3.72288 -4.23181  0.24



Record 2
A cluster of 3 separate species, C30H42F2N5O4 in total in a non-equilibrium geometry, computed with ωB97M-V/def2-TZVPD.

Net charge = -1
Orbital gap = 7.64 eV
LUMO level = 2.4 eV
E = -1942.8682 a.u.

Last column: Mulliken charge in e.
Element x y z (Å)
C1 6.32802 -2.06637 -0.17097  -1.38
C2 5.27666 -1.01155 0.03754  0.26
N1 5.59789 0.19850 -0.17450  -0.83
C3 3.90052 -1.45216 0.48786  -0.72
C4 2.99701 -2.03821 -0.66125  1.86
O1 3.48605 -3.34789 -0.86847  -0.69
C5 3.21136 -1.10371 -1.81910  -1.38
O2 4.02769 -1.20258 -2.69351  -0.64
N2 2.29143 -0.05034 -1.65898  0.30
C6 1.17737 -0.45540 -0.75097  0.36
C7 1.01883 0.64597 0.30175  -0.42
C8 0.67348 2.00403 -0.33328  -0.29
C9 1.59511 3.14513 0.14588  -0.40
C10 0.98311 4.51600 -0.16656  -0.43
C11 0.25822 5.14716 1.02294  -0.90
N3 -1.03837 4.54646 1.37370  -0.69
C12 -0.18943 -0.37889 -1.57708  0.08
O3 -0.15620 0.12140 -2.70865  -0.75
O4 -1.17847 -0.83011 -0.93954  -0.69
C13 1.48305 -1.92286 -0.26282  0.98
C14 0.74027 -3.01758 -1.05340  -1.69
C15 0.94404 -3.00636 -2.57201  -0.60
N4 -0.31521 -3.43034 -3.20800  -0.88
N5 1.49295 -2.21102 1.17968  -0.30
C16 0.54013 -1.94878 1.97899  1.03
C17 0.90110 -1.68059 3.41986  -1.55
C18 -0.94372 -1.94355 1.70428  -0.83
H1 6.20451 -2.90478 0.51271  0.28
H2 6.29289 -2.42389 -1.20039  0.24
H3 7.30416 -1.61072 -0.00511  0.46
H4 4.79273 0.80177 0.00677  0.29
H5 4.02781 -2.24566 1.22080  0.58
H6 3.43377 -0.61111 0.99800  0.15
H7 3.17023 -3.86811 -0.12118  0.55
H8 2.85379 0.72095 -1.30665  0.39
H9 0.18335 0.36784 0.94444  0.07
H10 1.88911 0.74089 0.96120  0.08
H11 -0.35491 2.27846 -0.10431  -0.02
H12 0.79981 1.94488 -1.41403  0.40
H13 2.54016 3.02636 -0.39187  0.13
H14 1.77556 3.05825 1.22269  0.49
H15 1.80173 5.20101 -0.41625  0.40
H16 0.33376 4.44525 -1.03705  0.04
H17 0.89518 5.03937 1.90527  0.43
H18 0.13011 6.21878 0.85085  0.32
H19 -1.49262 4.21415 0.52952  0.33
H20 -0.87254 3.70689 1.91721  0.34
H21 -0.32671 -2.91944 -0.87724  0.45
H22 1.02612 -3.98204 -0.62539  0.64
H23 1.25350 -2.02498 -2.93640  0.40
H24 1.69179 -3.75801 -2.82587  0.56
H25 -0.21639 -3.37510 -4.21387  0.26
H26 -1.03901 -2.77392 -2.92763  0.33
H27 1.98196 -1.72422 3.53695  0.36
H28 0.47111 -2.43792 4.08293  0.39
H29 0.49657 -0.71210 3.71683  0.29
H30 -1.42829 -2.33934 2.60399  0.13
H31 -1.31698 -0.92785 1.58428  0.24
H32 -1.23245 -2.56106 0.86525  0.27
F1 -1.77755 4.19657 -1.79324  -0.09
C19 -2.23957 4.18026 -3.06245  0.51
C20 -1.60144 3.36787 -3.97766  -0.17
C21 -2.07995 3.34724 -5.27891  -0.50
C22 -3.16742 4.13213 -5.64221  -0.56
C23 -3.78703 4.93898 -4.69788  -0.31
C24 -3.32649 4.96464 -3.38865  -0.73
H33 -0.75959 2.76026 -3.66870  0.27
H34 -1.60113 2.70932 -6.00949  0.39
H35 -3.53378 4.11104 -6.66025  0.36
H36 -4.63419 5.55158 -4.97816  0.35
H37 -3.79558 5.57784 -2.63104  0.42
F2 -2.57991 -2.13233 5.40437  -0.31
C25 -3.78921 -2.55187 4.98037  0.44
C26 -4.92132 -1.96004 5.50319  -0.53
C27 -6.16144 -2.39632 5.05907  -0.26
C28 -6.25340 -3.41034 4.11550  -0.52
C29 -5.09829 -3.98993 3.60832  -0.42
C30 -3.85253 -3.55779 4.03807  -0.29
H38 -4.82537 -1.17479 6.24058  0.41
H39 -7.05982 -1.93901 5.45232  0.35
H40 -7.22343 -3.74615 3.77431  0.37
H41 -5.16407 -4.78050 2.87299  0.35
H42 -2.94023 -3.98952 3.64972  0.41



Record 3
A structure of composition C30H43AsBrF4NO2PSi3V, computed with ωB97M-V/def2-TZVPD.

2S+1 = 3
Net charge = +2
Orbital gap (spin up / spin down) = 7.11 / 7.98 eV
Energy relative to the best compared isomer or geometry (same formula, charge and spin) = 7.7 kJ/mol
LUMO level (spin up / spin down) = -7.1 / -6.2 eV
⟨S²⟩ = 2.025
E = -8736.9396 a.u.

Last column: Löwdin spin population.
Element x y z (Å)
V1 1.00857 0.42824 0.73704  1.99
N1 2.87642 -0.28729 1.97028  0.00
C1 2.86751 0.01682 3.44149  0.00
C2 2.40695 1.46711 3.74496  0.00
C3 1.45256 1.66117 2.62976  0.01
O1 1.85015 2.17099 1.54286  0.00
O2 0.41421 0.89614 2.56180  0.01
H1 3.01596 -1.28917 1.86741  0.00
H2 3.69293 0.15267 1.55014  0.00
H3 3.85145 -0.15872 3.87251  0.00
H4 2.15552 -0.66335 3.89506  0.00
H5 3.21539 2.18999 3.68609  0.00
H6 1.93804 1.49098 4.72578  0.00
F1 3.58909 4.16791 -4.74795  0.00
C4 2.74701 3.74183 -3.83469  0.00
C5 1.56259 4.41998 -3.59910  0.00
F2 1.27708 5.50513 -4.28701  0.00
C6 0.68354 3.95364 -2.63302  0.00
F3 -0.42673 4.65175 -2.43264  0.00
C7 0.93833 2.81329 -1.87944  0.00
P1 -0.25297 2.22763 -0.62202  -0.02
C8 -1.81704 1.95212 -1.48186  0.00
C9 -2.75866 2.96874 -1.64283  0.00
C10 -3.93317 2.71177 -2.33201  0.00
C11 -4.17123 1.45240 -2.86672  0.00
C12 -3.24205 0.43554 -2.69479  0.00
C13 -2.07474 0.68260 -1.99177  0.00
C14 -0.52133 3.62639 0.49001  0.00
C15 -1.61975 3.57576 1.34833  0.00
C16 -1.82211 4.58894 2.27192  0.00
C17 -0.93249 5.65261 2.34307  0.00
C18 0.16449 5.70057 1.49348  0.00
C19 0.37648 4.68669 0.57270  0.00
C20 2.14312 2.16356 -2.14028  0.00
Br1 2.65917 0.56515 -1.24368  0.01
C21 3.03786 2.60576 -3.09339  0.00
F4 4.17163 1.95536 -3.31500  0.00
H7 -2.58370 3.95279 -1.23185  0.00
H8 -4.66337 3.50030 -2.45528  0.00
H9 -5.08727 1.26163 -3.40986  0.00
H10 -3.43682 -0.54771 -3.10478  0.00
H11 -1.36543 -0.11461 -1.81739  0.00
H12 -2.32622 2.75603 1.28950  0.00
H13 -2.68039 4.55267 2.92955  0.00
H14 -1.09738 6.44794 3.05760  0.00
H15 0.85641 6.53053 1.54513  0.00
H16 1.24497 4.72930 -0.07260  0.00
C22 -2.67112 -0.13251 1.30607  0.00
Si1 -2.18981 -1.90157 0.97869  0.00
C23 -3.21309 -2.70364 -0.34340  0.00
C24 -2.31869 -2.81048 2.59288  0.00
As1 0.12506 -1.92555 0.19497  -0.01
Si2 1.13833 -3.66185 1.53984  0.00
C25 1.04575 -3.11026 3.32554  0.00
C26 2.93771 -3.87221 1.07614  0.00
C27 0.23073 -5.25768 1.23427  0.00
Si3 0.47722 -2.69003 -2.08855  0.00
C28 2.26925 -3.20409 -2.16560  0.00
C29 0.18605 -1.34387 -3.34884  0.00
C30 -0.62190 -4.13597 -2.47153  0.00
H17 -3.60902 -0.15955 1.87132  0.00
H18 -2.85098 0.44219 0.39973  0.00
H19 -1.94076 0.38175 1.93506  0.00
H20 -4.26972 -2.64386 -0.06894  0.00
H21 -2.96138 -3.75948 -0.45533  0.00
H22 -3.08777 -2.21011 -1.30816  0.00
H23 -3.38873 -2.90315 2.80675  0.00
H24 -1.87832 -2.24271 3.41250  0.00
H25 -1.90293 -3.81405 2.59379  0.00
H26 2.03731 -2.83565 3.69133  0.00
H27 0.71166 -3.95066 3.93938  0.00
H28 0.36301 -2.28186 3.50303  0.00
H29 3.47272 -2.95158 0.83405  0.00
H30 3.06766 -4.54733 0.23329  0.00
H31 3.43857 -4.33124 1.93437  0.00
H32 -0.66572 -5.35018 1.84513  0.00
H33 0.89158 -6.08723 1.50041  0.00
H34 -0.05492 -5.38349 0.19117  0.00
H35 2.95894 -2.53694 -1.64784  0.00
H36 2.56802 -3.23410 -3.21697  0.00
H37 2.40299 -4.20909 -1.76830  0.00
H38 0.57760 -0.36391 -3.07362  0.00
H39 -0.86285 -1.23178 -3.61779  0.00
H40 0.71574 -1.66657 -4.25097  0.00
H41 -0.38076 -5.01436 -1.87347  0.00
H42 -0.45091 -4.40339 -3.51903  0.00
H43 -1.68111 -3.91156 -2.35788  0.00